{"formula": "C36H100N6O14", "method": "ωB97M-V/def2-TZVPD", "fmax_ev_per_a": 3.96, "total_energy_ev": -76560.4174, "mol_weight_da": 841.22, "gap_ev": 9.0, "homo_energy_ha": -0.330, "charge": 0, "e_above_lowest_kcal_mol": 54.86, "species": ["C", "C", "C", "O", "H", "H", "H", "H", "H", "H", "H", "H", "C", "C", "C", "O", "H", "H", "H", "H", "H", "H", "H", "H", "C", "C", "C", "O", "H", "H", "H", "H", "H", "H", "H", "H", "C", "C", "C", "O", "H", "H", "H", "H", "H", "H", "H", "H", "C", "C", "C", "O", "H", "H", "H", "H", "H", "H", "H", "H", "C", "C", "C", "O", "H", "H", "H", "H", "H", "H", "H", "H", "C", "C", "C", "O", "H", "H", "H", "H", "H", "H", "H", "H", "C", "C", "C", "O", "H", "H", "H", "H", "H", "H", "H", "H", "C", "C", "C", "O", "H", "H", "H", "H", "H", "H", "H", "H", "C", "C", "C", "O", "H", "H", "H", "H", "H", "H", "H", "H", "C", "C", "C", "O", "H", "H", "H", "H", "H", "H", "H", "H", "C", "O", "N", "N", "H", "H", "H", "H", "C", "O", "N", "N", "H", "H", "H", "H", "C", "O", "N", "N", "H", "H", "H", "H"], "xyz": [[-6.06, -3.24, -0.46], [-5.03, -2.68, -1.39], [-4.31, -3.78, -2.16], [-5.66, -1.72, -2.35], [-5.56, -4.00, 0.11], [-6.85, -3.57, -1.15], [-6.49, -2.36, 0.03], [-4.30, -2.07, -0.82], [-3.83, -3.39, -3.08], [-5.09, -4.52, -2.35], [-3.50, -4.12, -1.52], [-6.59, -1.95, -2.43], [0.67, -4.04, 6.03], [-0.65, -3.93, 5.39], [-1.07, -2.45, 5.60], [-0.49, -4.20, 4.02], [0.70, -3.99, 7.15], [1.42, -3.35, 5.74], [1.07, -5.03, 5.66], [-1.36, -4.65, 5.89], [-0.38, -1.87, 5.03], [-1.16, -2.25, 6.67], [-2.10, -2.29, 5.13], [-1.33, -4.16, 3.54], [-2.95, 2.69, 5.58], [-1.73, 2.12, 4.89], [-0.58, 3.00, 4.99], [-1.45, 0.77, 5.36], [-3.79, 1.94, 5.68], [-3.38, 3.45, 4.94], [-2.82, 3.11, 6.62], [-1.93, 1.88, 3.85], [0.28, 2.53, 4.49], [-0.29, 3.08, 6.10], [-0.86, 3.96, 4.50], [-1.51, 0.80, 6.30], [1.49, -0.26, 7.46], [2.01, 0.28, 6.15], [3.51, -0.03, 5.82], [1.25, -0.21, 5.05], [1.58, -1.37, 7.38], [0.44, -0.08, 7.53], [2.04, 0.06, 8.32], [1.88, 1.43, 6.19], [4.12, 0.16, 6.77], [3.98, 0.52, 4.98], [3.67, -1.10, 5.57], [0.30, 0.08, 5.10], [1.00, 1.04, -6.56], [0.92, -0.32, -5.99], [2.23, -0.99, -5.91], [0.30, -0.23, -4.64], [1.80, 1.53, -6.00], [0.10, 1.70, -6.49], [1.37, 1.07, -7.55], [0.23, -0.88, -6.62], [2.07, -2.01, -5.64], [2.77, -0.53, -5.15], [2.71, -0.92, -6.87], [-0.11, 0.66, -4.64], [3.55, -3.71, 2.99], [2.74, -3.32, 1.69], [2.29, -4.61, 1.11], [1.67, -2.40, 1.99], [3.94, -2.83, 3.54], [4.26, -4.48, 2.80], [2.79, -4.16, 3.64], [3.49, -2.76, 1.04], [1.47, -5.00, 1.73], [3.09, -5.38, 1.05], [1.99, -4.50, 0.07], [1.13, -2.72, 2.71], [3.91, -2.95, -1.81], [4.79, -1.81, -2.33], [5.26, -0.77, -1.35], [5.99, -2.38, -2.98], [4.46, -3.47, -1.10], [3.68, -3.60, -2.64], [2.94, -2.69, -1.40], [4.24, -1.34, -3.23], [4.51, -0.09, -0.93], [5.98, -0.13, -1.86], [5.83, -1.20, -0.43], [6.20, -3.17, -2.53], [-0.68, 7.56, 2.03], [-0.11, 6.54, 3.11], [1.40, 6.34, 2.97], [-0.47, 6.93, 4.39], [-0.27, 8.53, 2.03], [-1.79, 7.47, 2.05], [-0.40, 7.09, 1.01], [-0.64, 5.57, 2.88], [1.67, 5.68, 3.80], [1.82, 7.31, 3.14], [1.55, 5.94, 1.98], [-1.33, 7.35, 4.26], [-0.98, -3.37, -5.86], [-1.95, -2.22, -5.53], [-3.41, -2.64, -5.84], [-1.76, -1.83, -4.15], [-0.81, -3.32, -6.99], [-1.25, -4.39, -5.77], [0.02, -3.24, -5.45], [-1.77, -1.32, -6.11], [-3.64, -3.61, -5.37], [-3.51, -2.75, -6.90], [-4.08, -1.98, -5.36], [-0.97, -1.27, -4.15], [-2.19, 4.26, -5.26], [-0.90, 3.68, -4.63], [-0.47, 4.39, -3.35], [-1.10, 2.27, -4.30], [-2.10, 5.38, -5.51], [-2.99, 4.27, -4.51], [-2.49, 3.79, -6.19], [-0.09, 3.61, -5.44], [0.02, 5.40, -3.48], [0.19, 3.70, -2.76], [-1.29, 4.63, -2.66], [-1.57, 2.22, -3.44], [-0.23, -1.82, -1.41], [-1.11, -0.84, -0.56], [-1.17, -1.39, 0.88], [-0.48, 0.46, -0.58], [-0.73, -2.74, -1.80], [0.56, -2.26, -0.71], [0.31, -1.31, -2.22], [-2.06, -0.84, -1.01], [-1.51, -2.49, 0.87], [-1.88, -0.89, 1.51], [-0.11, -1.37, 1.22], [-1.02, 1.07, -1.10], [3.28, 1.67, -2.80], [3.64, 1.44, -3.97], [4.00, 2.52, -1.98], [2.06, 1.17, -2.36], [3.81, 2.38, -0.98], [5.00, 2.38, -2.14], [1.93, 0.86, -1.38], [1.66, 0.57, -3.11], [1.72, 2.28, 0.95], [2.90, 2.69, 1.05], [1.37, 1.13, 1.49], [0.76, 3.07, 0.52], [2.12, 0.58, 1.81], [0.50, 0.65, 1.26], [-0.18, 2.72, 0.45], [1.06, 3.92, 0.09], [-3.45, 1.20, -2.10], [-2.55, 2.04, -2.10], [-4.42, 1.21, -1.08], [-3.58, 0.18, -3.06], [-4.63, 2.09, -0.59], [-5.22, 0.57, -1.12], [-4.20, -0.56, -2.81], [-2.70, -0.20, -3.40]], "lowdin_charge": [-0.055, -0.469, -0.036, -0.101, 0.093, 0.089, 0.087, 0.127, 0.070, 0.086, 0.080, 0.085, -0.091, -0.521, -0.058, -0.053, 0.104, 0.054, 0.098, 0.153, 0.044, 0.083, 0.096, 0.104, -0.061, -0.495, -0.058, -0.072, 0.095, 0.072, 0.103, 0.139, 0.082, 0.122, 0.083, 0.064, -0.053, -0.489, -0.047, -0.109, 0.086, 0.051, 0.069, 0.143, 0.091, 0.076, 0.064, 0.052, -0.046, -0.453, -0.032, -0.100, 0.090, 0.082, 0.080, 0.118, 0.071, 0.041, 0.099, 0.061, -0.042, -0.464, -0.078, -0.068, 0.079, 0.062, 0.063, 0.136, 0.089, 0.096, 0.064, 0.053, -0.055, -0.444, -0.067, -0.058, 0.049, 0.084, 0.062, 0.146, 0.060, 0.072, 0.111, 0.053, -0.052, -0.535, -0.033, -0.045, 0.055, 0.081, 0.094, 0.117, 0.086, 0.073, 0.068, 0.084, -0.047, -0.432, -0.043, -0.114, 0.102, 0.057, 0.063, 0.121, 0.072, 0.077, 0.056, 0.018, -0.060, -0.442, -0.069, -0.126, 0.097, 0.070, 0.064, 0.143, 0.093, 0.080, 0.068, 0.022, -0.032, -0.419, -0.053, -0.078, 0.082, 0.073, 0.055, 0.084, 0.109, 0.064, 0.050, 0.054, -0.650, -0.021, 0.152, 0.169, 0.056, 0.101, 0.087, 0.086, -0.740, -0.040, 0.199, 0.193, 0.101, 0.076, 0.096, 0.110, -0.564, -0.005, 0.152, 0.200, 0.114, 0.088, 0.030, 0.071]}

{"formula": "C4H10N2P", "method": "ωB97M-V/def2-TZVPD", "fmax_ev_per_a": 6.18, "total_energy_ev": -16569.5259, "mol_weight_da": 117.11, "gap_ev": [8.0, 8.0], "homo_energy_ha": [-0.425, -0.425], "charge": 1, "e_above_lowest_kcal_mol": 53.83, "species": ["C", "C", "C", "C", "N", "N", "P", "H", "H", "H", "H", "H", "H", "H", "H", "H", "H"], "xyz": [[-1.33, -1.40, 0.02], [-0.05, 1.10, -0.55], [-1.39, 1.06, 0.32], [0.69, -0.17, -0.50], [-2.00, -0.29, 0.35], [-0.01, -1.37, -0.14], [2.32, -0.09, 0.24], [-1.85, -2.27, -0.06], [-0.22, 1.27, -1.54], [0.44, 2.01, -0.21], [-1.10, 1.30, 1.42], [-2.09, 1.70, 0.00], [3.05, -0.28, 1.45], [-2.96, -0.13, 0.25], [0.59, -2.19, -0.18], [3.00, 0.94, -0.44], [2.92, -1.20, -0.45]], "lowdin_charge": [-0.065, -0.200, -0.089, -0.474, 0.077, 0.026, 0.928, 0.129, 0.078, 0.117, 0.161, 0.072, -0.044, 0.133, 0.153, 0.007, -0.009]}

{"formula": "C23H68N4O11", "method": "ωB97M-V/def2-TZVPD", "fmax_ev_per_a": 2.54, "total_energy_ev": -53429.0750, "mol_weight_da": 576.81, "gap_ev": 9.3, "homo_energy_ha": -0.337, "charge": 0, "e_above_lowest_kcal_mol": 206.28, "species": ["C", "O", "H", "H", "H", "H", "C", "O", "H", "H", "H", "H", "C", "O", "H", "H", "H", "H", "C", "C", "C", "O", "C", "N", "H", "H", "H", "H", "H", "H", "H", "H", "H", "H", "H", "C", "C", "C", "O", "C", "N", "H", "H", "H", "H", "H", "H", "H", "H", "H", "H", "H", "C", "C", "C", "O", "C", "N", "H", "H", "H", "H", "H", "H", "H", "H", "H", "H", "H", "C", "C", "C", "O", "C", "N", "H", "H", "H", "H", "H", "H", "H", "H", "H", "H", "H", "C", "C", "O", "O", "H", "H", "H", "H", "H", "H", "C", "C", "O", "O", "H", "H", "H", "H", "H", "H"], "xyz": [[-0.68, 6.05, 3.54], [0.63, 6.62, 3.66], [-0.53, 5.03, 3.19], [-1.14, 5.94, 4.52], [-1.28, 6.68, 2.89], [0.43, 7.54, 3.83], [5.59, -2.66, 4.26], [4.81, -3.32, 5.22], [6.55, -2.38, 4.70], [5.87, -3.31, 3.43], [5.18, -1.77, 3.79], [4.63, -2.71, 5.94], [0.72, -9.68, 0.07], [-0.13, -10.80, 0.35], [1.66, -9.95, -0.40], [0.27, -9.08, -0.72], [0.99, -9.05, 0.91], [0.11, -11.01, 1.26], [-2.40, 0.70, -6.54], [-1.26, -0.35, -6.50], [0.17, 0.19, -6.60], [0.41, 0.94, -7.74], [1.82, 1.17, -7.82], [-1.50, -1.15, -5.27], [-2.33, 1.51, -5.81], [-3.33, 0.17, -6.36], [-2.46, 1.19, -7.51], [-1.28, -1.10, -7.29], [0.77, -0.71, -6.55], [0.44, 0.75, -5.70], [2.20, 1.57, -6.88], [2.03, 1.96, -8.54], [2.31, 0.24, -8.08], [-1.55, -0.45, -4.54], [-0.64, -1.58, -4.97], [-2.26, -0.90, 6.81], [-2.45, -2.02, 7.80], [-2.03, -3.40, 7.19], [-2.65, -3.53, 5.90], [-2.36, -4.71, 5.14], [-1.62, -1.72, 8.93], [-1.19, -0.87, 6.60], [-2.57, 0.11, 7.06], [-2.72, -1.13, 5.85], [-3.52, -2.20, 7.97], [-2.45, -4.23, 7.76], [-0.95, -3.46, 7.02], [-2.79, -5.58, 5.62], [-1.29, -4.88, 5.03], [-2.85, -4.78, 4.17], [-1.61, -2.59, 9.44], [-0.66, -1.66, 8.63], [-9.60, 8.09, 1.44], [-10.26, 6.99, 0.54], [-9.48, 5.63, 0.54], [-8.20, 5.89, 0.14], [-7.33, 4.75, 0.23], [-11.67, 6.77, 0.81], [-8.62, 8.41, 1.09], [-9.50, 7.84, 2.49], [-10.25, 8.95, 1.27], [-10.16, 7.40, -0.46], [-9.83, 4.91, -0.20], [-9.65, 5.15, 1.50], [-6.29, 5.08, 0.12], [-7.59, 4.04, -0.55], [-7.40, 4.26, 1.20], [-12.03, 6.08, 0.17], [-12.08, 7.68, 0.65], [8.47, -2.86, -4.08], [7.27, -3.46, -3.26], [7.66, -4.44, -2.11], [8.23, -5.63, -2.56], [8.35, -6.65, -1.60], [6.75, -2.28, -2.60], [8.04, -2.30, -4.92], [9.03, -3.69, -4.51], [9.21, -2.33, -3.48], [6.58, -3.83, -4.02], [6.78, -4.67, -1.52], [8.39, -3.94, -1.46], [8.92, -6.33, -0.72], [8.87, -7.53, -1.99], [7.40, -6.99, -1.19], [7.44, -2.06, -1.89], [6.69, -1.43, -3.13], [2.07, 5.85, -2.66], [3.52, 5.50, -2.28], [3.83, 6.14, -1.11], [1.11, 5.37, -1.77], [1.86, 5.46, -3.66], [1.93, 6.91, -2.84], [4.18, 5.75, -3.11], [3.56, 4.41, -2.17], [3.09, 5.97, -0.52], [0.40, 5.99, -1.62], [0.75, -0.86, 0.54], [1.05, -2.36, 0.19], [1.64, -2.54, -1.03], [-0.41, -0.33, -0.21], [1.64, -0.25, 0.37], [0.44, -0.81, 1.59], [0.09, -2.88, 0.26], [1.66, -2.86, 0.94], [2.54, -2.21, -1.04], [-0.20, 0.56, -0.50]], "lowdin_charge": [-0.164, -0.129, 0.077, 0.072, 0.077, 0.066, -0.183, -0.112, 0.073, 0.076, 0.072, 0.074, -0.177, -0.109, 0.067, 0.075, 0.076, 0.068, -0.056, -0.409, -0.273, -0.161, -0.097, 0.030, 0.075, 0.073, 0.071, 0.133, 0.117, 0.123, 0.082, 0.087, 0.089, 0.059, 0.059, -0.071, -0.448, -0.172, -0.224, -0.108, 0.033, 0.077, 0.080, 0.073, 0.140, 0.121, 0.120, 0.076, 0.082, 0.084, 0.066, 0.070, -0.049, -0.424, -0.248, -0.192, -0.081, 0.026, 0.070, 0.076, 0.066, 0.124, 0.118, 0.125, 0.086, 0.085, 0.085, 0.068, 0.065, -0.074, -0.390, -0.209, -0.180, -0.115, -0.005, 0.073, 0.065, 0.076, 0.135, 0.122, 0.123, 0.083, 0.089, 0.084, 0.059, 0.068, -0.278, -0.267, -0.045, -0.052, 0.109, 0.120, 0.122, 0.114, 0.083, 0.094, -0.183, -0.284, -0.048, -0.091, 0.109, 0.104, 0.120, 0.112, 0.092, 0.066]}

Q: Number 1 is which compound?
A: C36H100N6O14